Formula: C8H12N3
Source: the Open Molecules 2025 dataset
Level of theory: the ωB97M-V functional and the def2-TZVPD basis

Cartesian coordinates (Å):
C1 1.60 0.56 0.67
C2 -0.30 -0.68 -1.57
C3 -0.88 0.04 0.69
C4 0.36 0.73 1.16
C5 -1.69 -0.08 1.80
C6 1.87 -0.20 -0.65
C7 -2.91 -0.79 2.14
C8 1.19 -0.13 -3.11
N1 -1.17 0.65 2.84
N2 -0.02 1.15 2.43
N3 0.87 0.16 -1.67
H1 2.42 0.99 1.24
H2 -1.03 -0.06 -2.12
H3 2.78 0.15 -1.07
H4 1.85 -1.30 -0.72
H5 -2.74 -1.91 2.11
H6 -3.72 -0.71 1.44
H7 -3.28 -0.59 3.19
H8 2.29 0.09 -3.20
H9 0.96 -1.28 -3.27
H10 0.63 0.48 -3.81
H11 0.58 1.72 3.05
H12 0.35 1.02 -1.57

Output
Energy   -12945.98031 eV
Charge   +1
E_HOMO (spin up / spin down)   -0.4495 / -0.4496 hartree
Molar mass   150.21 g/mol

Atomic partial charges in e from the Mulliken method, atoms 1 to 4: atom 1 (C): -0.562, atom 2 (C): -0.775, atom 3 (C): 0.474, atom 4 (C): 0.507


Formula: C40H41GdOP2
Source: the Open Molecules 2025 dataset
Level of theory: the ωB97M-V functional and the def2-TZVPD basis

Cartesian coordinates (Å):
C1 1.19 -2.90 -2.75
C2 0.07 -3.20 -1.94
C3 -1.05 -3.84 -2.50
C4 -1.00 -4.29 -3.82
C5 0.15 -4.07 -4.59
C6 1.23 -3.34 -4.07
P1 0.08 -2.63 -0.23
C7 -1.41 -3.28 0.62
C8 -2.51 -2.44 0.90
C9 -3.63 -2.96 1.54
C10 -3.70 -4.32 1.86
C11 -2.61 -5.16 1.58
C12 -1.46 -4.64 0.99
Gd1 -0.64 0.00 0.41
P2 -0.01 2.70 -0.07
C13 -1.14 3.25 -1.38
C14 -0.65 3.93 -2.52
C15 -1.55 4.38 -3.49
C16 -2.92 4.09 -3.37
C17 -3.38 3.30 -2.31
C18 -2.50 2.88 -1.32
C19 -0.56 3.43 1.52
C20 0.29 3.31 2.64
C21 -0.14 3.74 3.90
C22 -1.40 4.33 4.04
C23 -2.23 4.49 2.93
C24 -1.81 4.06 1.67
C25 1.63 3.41 -0.36
C26 2.74 2.55 -0.42
C27 4.01 3.07 -0.66
C28 4.17 4.45 -0.83
C29 3.08 5.31 -0.72
C30 1.80 4.80 -0.48
C31 1.56 -3.34 0.56
C32 2.25 -4.43 0.01
C33 3.37 -4.95 0.66
C34 3.79 -4.40 1.88
C35 3.12 -3.30 2.42
C36 2.03 -2.75 1.75
H1 1.29 2.91 2.50
H2 0.53 3.63 4.76
H3 -1.72 4.68 5.03
H4 -3.20 4.98 3.04
H5 -2.43 4.24 0.80
H6 0.41 4.14 -2.62
H7 -1.18 4.96 -4.34
H8 -3.62 4.47 -4.12
H9 -4.44 3.03 -2.24
H10 -2.88 2.30 -0.47
H11 2.59 1.48 -0.27
H12 4.86 2.40 -0.71
H13 5.17 4.85 -1.04
H14 3.22 6.39 -0.83
H15 0.95 5.48 -0.38
H16 1.91 -4.89 -0.92
H17 3.91 -5.79 0.23
H18 4.64 -4.83 2.42
H19 3.44 -2.87 3.38
H20 1.53 -1.87 2.15
H21 -2.58 -1.38 0.54
H22 -4.46 -2.28 1.78
H23 -4.61 -4.72 2.32
H24 -2.67 -6.22 1.83
H25 -0.61 -5.29 0.79
H26 -1.94 -4.01 -1.89
H27 -1.85 -4.83 -4.24
H28 0.20 -4.45 -5.61
H29 2.10 -3.13 -4.68
H30 2.02 -2.34 -2.32
H31 0.04 0.12 -1.94
H32 0.72 0.01 -1.56
C37 -1.44 0.46 4.16
C38 -0.20 -0.33 3.78
C39 1.03 0.27 4.43
C40 -0.34 -1.80 4.16
O1 -0.07 -0.24 2.35
H33 -1.49 0.62 5.24
H34 -2.34 -0.07 3.81
H35 -1.42 1.43 3.66
H36 0.97 0.12 5.51
H37 1.95 -0.20 4.06
H38 1.08 1.34 4.23
H39 -1.11 -2.29 3.56
H40 0.61 -2.32 3.98
H41 -0.60 -1.88 5.23

Output
Energy   -83590.97656 eV
<S²>   16.079
Multiplicity   8
Charge   +2
E_HOMO (spin up / spin down)   -0.5094 / -0.4961 hartree
Molar mass   756.97 g/mol

Atomic partial charges in e from the Mulliken method, atoms 1 to 4: atom 1 (C): -0.264, atom 2 (C): 0.748, atom 3 (C): -0.654, atom 4 (C): -0.641


Formula: C7H11O4S
Source: the Open Molecules 2025 dataset
Level of theory: the ωB97M-V functional and the def2-TZVPD basis

Cartesian coordinates (Å):
C1 2.80 -0.03 -1.09
C2 2.12 -0.97 -0.47
C3 1.38 -0.82 0.77
C4 -0.07 -1.10 0.46
O1 -0.74 -1.41 1.64
C5 -0.95 0.15 -0.26
C6 -0.72 1.42 0.46
C7 0.12 2.40 0.15
S1 -2.77 -0.29 -0.40
O2 -3.23 0.76 -1.25
O3 -2.62 -1.65 -0.89
O4 -3.12 -0.22 0.97
H1 3.18 -0.25 -2.09
H2 3.18 0.78 -0.58
H3 1.83 -1.90 -1.17
H4 1.40 0.15 1.19
H5 1.49 -1.64 1.50
H6 -0.23 -1.90 -0.36
H7 -1.61 -1.05 1.54
H8 -0.78 0.23 -1.31
H9 -1.34 1.48 1.41
H10 0.06 3.36 0.57
H11 0.63 2.51 -0.78

Output
Energy   -26462.02319 eV
SMILES   C=CC[C@@H](O)[C@H](C=C)S(=O)(=O)[O-]
Charge   -1
E_HOMO   -0.1996 hartree
Molar mass   191.23 g/mol

Atomic partial charges in e from the Mulliken method, atoms 1 to 4: atom 1 (C): -0.892, atom 2 (C): -0.096, atom 3 (C): -0.357, atom 4 (C): -0.127


Formula: C15H17ClN4OS
Source: the Open Molecules 2025 dataset
Level of theory: the ωB97M-V functional and the def2-TZVPD basis

Cartesian coordinates (Å):
C1 2.79 -6.97 -0.71
C2 2.55 -5.72 -1.05
C3 3.26 -4.55 -0.46
S1 2.15 -3.62 0.66
C4 1.15 -2.85 -0.52
N1 1.31 -2.90 -1.82
N2 0.33 -2.17 -2.37
C5 -0.42 -1.69 -1.42
C6 -1.61 -0.83 -1.63
N3 -1.38 0.54 -1.23
C7 -1.94 1.07 -0.12
O1 -2.69 0.43 0.60
C8 -1.57 2.48 0.18
C9 -1.55 2.88 1.51
C10 -1.21 4.17 1.86
C11 -0.90 5.08 0.86
Cl1 -0.48 6.70 1.28
C12 -0.94 4.71 -0.48
C13 -1.27 3.41 -0.81
N4 0.06 -2.09 -0.20
C14 -0.39 -1.77 1.13
C15 0.47 -0.69 1.77
H1 2.26 -7.79 -1.16
H2 3.54 -7.23 0.02
H3 1.80 -5.46 -1.78
H4 3.57 -3.84 -1.23
H5 4.10 -4.85 0.16
H6 -2.46 -1.20 -1.04
H7 -1.86 -0.87 -2.70
H8 -0.69 1.06 -1.75
H9 -1.81 2.15 2.27
H10 -1.19 4.47 2.89
H11 -0.72 5.43 -1.24
H12 -1.32 3.14 -1.86
H13 -0.35 -2.68 1.73
H14 -1.43 -1.43 1.07
H15 1.50 -1.02 1.84
H16 0.10 -0.47 2.76
H17 0.44 0.23 1.17

Output
Energy   -47196.60633 eV
SMILES   C=CCSc1nnc(CNC(=O)c2ccc(Cl)cc2)n1CC
Charge   0
E_HOMO   -0.3096 hartree
Molar mass   336.85 g/mol

Atomic partial charges in e from the Mulliken method, atoms 1 to 4: atom 1 (C): -0.794, atom 2 (C): 0.000, atom 3 (C): -0.640, atom 4 (S): -0.147


Formula: C20H24B2F4IN2O4Ru
Source: the Open Molecules 2025 dataset
Level of theory: the ωB97M-V functional and the def2-TZVPD basis

Cartesian coordinates (Å):
Ru1 -1.15 0.29 -1.68
C1 -1.65 4.70 -2.65
C2 -0.55 4.25 -1.75
N1 0.05 5.14 -0.97
C3 1.03 4.69 -0.16
C4 1.48 3.40 -0.08
C5 2.63 3.07 0.83
O1 2.30 2.12 1.84
C6 0.87 2.41 -0.91
C7 1.35 1.08 -0.88
N2 0.81 0.04 -1.63
C8 1.57 -1.10 -1.87
C9 2.90 -1.23 -1.42
C10 3.62 -2.38 -1.65
C11 3.07 -3.44 -2.35
C12 1.78 -3.33 -2.84
C13 1.06 -2.18 -2.60
I1 -0.85 -2.02 -3.45
C14 -0.19 2.88 -1.75
O2 -0.84 2.07 -2.56
H1 -1.76 5.78 -2.56
H2 -2.59 4.22 -2.37
H3 -1.44 4.43 -3.68
H4 1.50 5.45 0.46
H5 3.00 4.00 1.28
H6 3.45 2.63 0.27
H7 1.48 2.39 2.26
H8 2.08 0.83 -0.13
H9 3.36 -0.40 -0.90
H10 4.64 -2.44 -1.29
H11 3.64 -4.35 -2.52
H12 1.33 -4.14 -3.40
C15 -1.88 -1.03 3.50
C16 -0.87 -1.13 2.37
C17 0.51 -0.74 2.84
O3 -1.25 -0.17 1.33
B1 -0.98 -0.78 0.15
O4 -0.59 -2.07 0.23
C18 -0.90 -2.49 1.60
C19 -2.28 -3.12 1.54
C20 0.14 -3.49 2.04
H13 -1.79 -0.06 3.98
H14 -1.69 -1.80 4.25
H15 -2.90 -1.14 3.13
H16 0.47 0.29 3.22
H17 1.24 -0.76 2.04
H18 0.85 -1.38 3.65
H19 -3.04 -2.40 1.22
H20 -2.57 -3.52 2.52
H21 -2.26 -3.94 0.83
H22 1.15 -3.10 1.92
H23 0.06 -4.40 1.44
H24 -0.01 -3.76 3.09
F1 -2.90 1.30 -0.63
B2 -3.95 0.44 -1.11
F2 -3.28 -0.15 -2.30
F3 -5.04 1.14 -1.50
F4 -4.17 -0.57 -0.21

Output
Energy   -55210.77825 eV
<S²>   8.784
Multiplicity   6
Charge   0
E_HOMO (spin up / spin down)   -0.2535 / -0.3196 hartree
Molar mass   682.01 g/mol

Atomic partial charges in e from the Mulliken method, atoms 1 to 4: atom 1 (Ru): 0.465, atom 2 (C): -1.236, atom 3 (C): 0.829, atom 4 (N): -0.708


Formula: C4H11N4
Source: the Open Molecules 2025 dataset
Level of theory: the ωB97M-V functional and the def2-TZVPD basis

Cartesian coordinates (Å):
C1 1.71 -0.14 0.76
C2 1.01 -1.39 0.83
C3 1.01 0.98 -0.27
C4 -0.59 -0.63 -0.96
N1 2.70 0.10 1.41
N2 -0.29 0.64 -0.59
N3 -2.06 -0.74 -0.93
N4 -1.18 1.14 0.39
H1 1.25 -2.27 0.34
H2 0.29 -1.52 1.60
H3 0.93 2.05 0.18
H4 1.61 1.05 -1.13
H5 -0.17 -1.05 -1.91
H6 3.21 0.97 1.27
H7 -2.55 -1.57 -0.61
H8 -2.40 -0.05 -0.16
H9 -2.37 -0.56 -1.88
H10 -1.23 2.11 0.36
H11 -0.89 0.87 1.31

Output
Energy   -10274.94247 eV
Charge   +1
E_HOMO (spin up / spin down)   -0.4466 / -0.4383 hartree
Molar mass   115.16 g/mol

Atomic partial charges in e from the Mulliken method, atoms 1 to 4: atom 1 (C): 0.683, atom 2 (C): -0.827, atom 3 (C): -0.770, atom 4 (C): -0.398


Formula: C3H12N2S
Source: the Open Molecules 2025 dataset
Level of theory: the ωB97M-V functional and the def2-TZVPD basis

Cartesian coordinates (Å):
C1 -1.22 1.77 -1.83
S1 -1.54 1.04 -0.24
C2 -1.44 -0.71 -0.66
H1 -0.85 2.82 -1.80
H2 -1.97 1.69 -2.65
H3 -0.38 1.21 -2.33
H4 -0.82 -1.08 0.14
H5 -2.51 -1.06 -0.59
H6 -1.15 -0.77 -1.70
N1 1.57 -1.47 2.18
C3 1.82 -1.43 0.77
N2 2.07 -0.05 0.30
H7 2.40 -1.76 2.68
H8 1.43 -0.50 2.46
H9 2.77 -1.99 0.64
H10 1.09 -1.99 0.09
H11 1.36 0.17 -0.38
H12 2.98 0.07 -0.14

Output
Energy   -17119.97509 eV
SMILES   CSC.NCN
Charge   0
E_HOMO   -0.3096 hartree
Molar mass   108.21 g/mol

Atomic partial charges in e from the Mulliken method, atoms 1 to 4: atom 1 (C): -0.884, atom 2 (S): -0.064, atom 3 (C): -0.632, atom 4 (H): 0.325


Formula: C3H3N3O
Source: the Open Molecules 2025 dataset
Level of theory: the ωB97M-V functional and the def2-TZVPD basis

Cartesian coordinates (Å):
N1 1.40 0.46 0.22
C1 0.79 -0.71 0.27
N2 0.92 1.37 -0.76
N3 -0.03 0.82 -1.34
O1 -1.35 0.62 1.28
C2 -1.16 -0.37 0.64
C3 -0.27 -0.45 -0.71
H1 2.07 0.83 0.88
H2 -1.61 -1.36 0.85
H3 -0.75 -1.21 -1.33

Output
Energy   -9673.22400 eV
Charge   0
E_HOMO   -0.3641 hartree
Molar mass   97.08 g/mol

Atomic partial charges in e from the Mulliken method, atoms 1 to 4: atom 1 (N): 0.145, atom 2 (C): -0.308, atom 3 (N): -0.337, atom 4 (N): -0.167


Formula: C5H8N
Source: the Open Molecules 2025 dataset
Level of theory: the ωB97M-V functional and the def2-TZVPD basis

Cartesian coordinates (Å):
C1 -0.37 -0.81 -0.14
C2 -1.65 -0.21 0.04
C3 -2.84 0.21 0.12
C4 0.78 0.35 0.03
C5 2.16 -0.26 0.15
N1 0.50 1.52 -0.05
H1 -0.42 -1.30 -1.08
H2 -2.96 1.33 0.01
H3 -3.92 -0.11 0.13
H4 -0.05 -1.49 0.61
H5 2.67 0.17 0.90
H6 2.74 -0.16 -0.87
H7 2.11 -1.45 0.27
H8 1.25 2.20 -0.12

Output
Energy   -6793.29299 eV
Charge   +1
E_HOMO   -0.5335 hartree
Molar mass   82.13 g/mol

Atomic partial charges in e from the Mulliken method, atoms 1 to 4: atom 1 (C): -0.418, atom 2 (C): 0.299, atom 3 (C): -0.522, atom 4 (C): 0.597


Formula: C5H11NO
Source: the Open Molecules 2025 dataset
Level of theory: the ωB97M-V functional and the def2-TZVPD basis

Cartesian coordinates (Å):
C1 0.07 -1.30 -1.46
C2 -0.66 -0.78 -0.25
C3 -2.00 -1.41 0.02
N1 -0.26 0.11 0.55
C4 0.98 0.82 0.35
C5 1.19 1.73 1.56
O1 0.99 1.55 -0.85
H1 0.81 -2.02 -1.13
H2 0.59 -0.49 -1.97
H3 -0.62 -1.79 -2.15
H4 -1.93 -2.49 -0.03
H5 -2.36 -1.11 1.00
H6 -2.71 -1.07 -0.73
H7 1.83 0.12 0.26
H8 0.28 2.31 1.73
H9 2.02 2.40 1.38
H10 1.40 1.13 2.45
H11 0.37 2.29 -0.75

Output
Energy   -8900.65307 eV
SMILES   CC(C)=N[C@H](C)O
Charge   0
E_HOMO   -0.3364 hartree
Molar mass   101.15 g/mol

Atomic partial charges in e from the Mulliken method, atoms 1 to 4: atom 1 (C): -1.298, atom 2 (C): 1.005, atom 3 (C): -1.217, atom 4 (N): -0.476


Formula: C6H14Cl
Source: the Open Molecules 2025 dataset
Level of theory: the ωB97M-V functional and the def2-TZVPD basis

Cartesian coordinates (Å):
Cl1 -1.08 -2.00 2.38
H1 -1.38 -1.14 1.18
C1 -1.71 -0.64 0.12
C2 -3.09 -0.03 0.26
C3 -0.68 0.46 -0.13
C4 0.72 -0.11 -0.11
C5 1.86 0.85 -0.33
C6 3.19 0.16 -0.46
H2 -1.63 -1.48 -0.60
H3 -3.85 -0.81 0.40
H4 -3.15 0.65 1.14
H5 -3.32 0.52 -0.69
H6 -0.94 0.85 -1.13
H7 -0.85 1.25 0.59
H8 0.89 -0.74 0.77
H9 0.78 -0.78 -0.97
H10 1.67 1.37 -1.27
H11 1.91 1.61 0.44
H12 3.93 0.89 -0.65
H13 3.53 -0.39 0.39
H14 3.20 -0.49 -1.32

Output
Energy   -18969.85205 eV
<S²>   0.755
Multiplicity   2
Charge   0
E_HOMO (spin up / spin down)   -0.3462 / -0.3970 hartree
Molar mass   121.63 g/mol

Atomic partial charges in e from the Mulliken method, atoms 1 to 4: atom 1 (Cl): -0.306, atom 2 (H): 0.089, atom 3 (C): -0.066, atom 4 (C): -1.179


Formula: C8H13O4P
Source: the Open Molecules 2025 dataset
Level of theory: the ωB97M-V functional and the def2-TZVPD basis

Cartesian coordinates (Å):
C1 2.60 3.03 -0.07
C2 2.34 1.76 0.25
C3 2.40 0.63 -0.65
C4 2.89 -0.73 -0.03
C5 1.46 -0.50 -0.65
P1 -0.01 -0.36 0.23
O1 -0.74 -1.79 0.34
C6 -0.35 -2.69 -0.72
O2 -1.10 0.54 -0.61
C7 -2.43 0.61 -0.39
O3 -3.17 0.93 -1.24
O4 -2.67 0.04 0.78
C8 -4.08 0.01 1.20
H1 2.59 3.92 0.53
H2 2.74 3.21 -1.15
H3 2.28 1.50 1.31
H4 2.92 0.78 -1.61
H5 3.60 -1.18 -0.73
H6 3.11 -1.12 0.95
H7 -0.32 0.12 1.56
H8 -1.00 -2.40 -1.67
H9 -0.70 -3.70 -0.53
H10 0.76 -2.55 -0.83
H11 -4.32 -1.08 1.54
H12 -4.54 0.25 0.25
H13 -4.27 0.77 1.94

Output
Energy   -25981.61978 eV
SMILES   C=C[C@H]1CC1=[P@H](OC)OC(=O)OC
Charge   0
E_HOMO   -0.2791 hartree
Molar mass   204.16 g/mol

Atomic partial charges in e from the Mulliken method, atoms 1 to 4: atom 1 (C): -0.992, atom 2 (C): -0.099, atom 3 (C): 0.303, atom 4 (C): -0.868